Entry 1:
{
  "formula": "C44H49NP2W",
  "method": "ωB97M-V/def2-TZVPD",
  "max_force_ha_per_bohr": 0.076,
  "e_homo_ha": [-0.458, -0.458],
  "charge": 2,
  "lumo_energy_ev": [-7.83, -7.97],
  "s_squared": 2.02,
  "gap_ev": [4.6, 4.5],
  "spin_multiplicity": 3,
  "species": ["W", "P", "P", "N", "C", "C", "C", "C", "C", "C", "C", "C", "C", "C", "C", "C", "C", "C", "C", "C", "C", "C", "C", "C", "C", "C", "C", "C", "C", "C", "C", "C", "C", "C", "C", "C", "C", "C", "C", "C", "C", "C", "C", "C", "C", "C", "C", "C", "H", "H", "H", "H", "H", "H", "H", "H", "H", "H", "H", "H", "H", "H", "H", "H", "H", "H", "H", "H", "H", "H", "H", "H", "H", "H", "H", "H", "H", "H", "H", "H", "H", "H", "H", "H", "H", "H", "H", "H", "H", "H", "H", "H", "H", "H", "H", "H", "H"],
  "coordinates": [[0.422, -0.715, 1.068], [-1.512, -0.639, -0.177], [2.127, 0.217, -0.163], [-0.320, -0.604, 6.255], [6.107, -0.874, 0.035], [-0.104, -1.346, -1.082], [-2.378, -0.139, 4.532], [-4.103, 2.945, -1.351], [-1.914, 1.938, -1.160], [-3.097, -2.418, 1.273], [6.014, -2.216, 0.427], [2.786, 4.281, -0.203], [0.616, 1.792, -5.168], [1.761, 0.303, 2.451], [1.424, -0.532, -4.487], [-4.698, 1.724, -1.024], [3.227, 4.462, -1.520], [-1.715, 1.186, 2.198], [-0.872, 0.145, 2.629], [-1.466, -0.607, -3.720], [-3.914, 0.596, -0.796], [3.622, -2.135, 0.106], [-0.272, 0.803, 6.574], [3.376, 3.353, -2.375], [-0.947, -1.658, -4.654], [1.566, 0.798, -4.562], [3.695, -0.755, -0.155], [4.770, -2.856, 0.432], [-2.513, 0.687, -0.871], [-3.967, -4.484, 0.364], [2.578, 1.901, -0.603], [-2.715, 3.042, -1.457], [-2.605, -2.079, 0.005], [-2.800, -2.943, -1.085], [-3.760, -3.632, 1.457], [0.459, -1.377, 7.196], [-1.342, 0.707, -3.925], [-3.487, -4.143, -0.898], [3.121, 2.079, -1.873], [-0.085, -0.975, 4.867], [4.957, -0.137, -0.248], [-2.959, 1.424, 2.801], [1.188, -0.806, -1.287], [-1.109, -0.321, 3.963], [0.442, -1.370, -5.270], [-0.867, 1.363, -5.178], [2.390, 3.021, 0.243], [-3.300, 0.754, 3.974], [2.699, 0.819, 2.198], [-2.415, -2.674, -2.064], [0.080, -1.195, 8.211], [-4.360, -0.357, -0.520], [-5.786, 1.639, -0.939], [-0.601, 0.918, 7.617], [-0.144, -2.077, 4.809], [-4.529, -5.412, 0.495], [5.022, 0.906, -0.540], [0.937, -2.346, -5.399], [3.698, 3.468, -3.414], [-2.963, -1.721, 2.102], [6.913, -2.770, 0.701], [-2.110, -0.984, -2.912], [-0.314, -2.319, -1.533], [2.056, -0.633, 2.975], [2.514, 1.271, -4.280], [3.338, 1.182, -2.467], [3.462, 5.461, -1.893], [-0.818, 1.994, -1.259], [-4.720, 3.825, -1.530], [0.950, -0.754, 4.572], [-3.651, 2.128, 2.345], [2.752, 5.137, 0.486], [-1.709, 1.441, -3.212], [2.167, -1.131, -3.947], [-1.399, 1.812, 1.362], [-1.665, -1.787, -5.485], [-1.088, 0.764, -6.071], [7.085, -0.392, -0.064], [-0.940, 1.377, 5.931], [-0.902, -2.624, -4.133], [1.232, 0.946, 3.175], [1.824, -1.327, -1.999], [-2.594, -0.647, 5.477], [-2.245, 3.971, -1.780], [0.903, 2.064, -6.201], [1.534, -1.095, 7.176], [0.295, -0.982, -6.290], [0.752, 1.221, 6.497], [0.702, 2.731, -4.594], [2.657, -2.654, 0.070], [4.701, -3.926, 0.672], [-4.246, 0.936, 4.485], [-4.135, -3.898, 2.445], [1.972, 2.881, 1.237], [-1.454, 2.291, -5.262], [-3.649, -4.796, -1.760], [0.365, -2.444, 6.953]],
  "lowdin_charge": [1.282, 0.939, 0.910, -0.302, -0.039, -0.358, -0.051, -0.034, -0.139, -0.071, -0.035, -0.050, -0.167, -0.254, -0.116, -0.040, -0.029, -0.168, -0.293, -0.131, -0.052, -0.106, -0.085, -0.039, -0.176, -0.109, -0.324, -0.051, -0.357, -0.042, -0.349, -0.058, -0.362, -0.083, -0.041, -0.092, -0.096, -0.045, -0.121, -0.178, -0.056, -0.068, -0.297, -0.227, -0.171, -0.171, -0.062, -0.050, 0.016, 0.082, 0.094, 0.112, 0.125, 0.100, 0.131, 0.124, 0.105, 0.116, 0.124, 0.096, 0.124, 0.065, 0.095, 0.036, 0.081, 0.104, 0.124, 0.116, 0.123, 0.086, 0.112, 0.126, 0.069, 0.093, 0.080, 0.131, 0.117, 0.125, 0.079, 0.099, 0.034, 0.072, 0.134, 0.122, 0.130, 0.093, 0.120, 0.094, 0.110, 0.093, 0.125, 0.118, 0.121, 0.102, 0.121, 0.124, 0.089]
}

***

Entry 2:
{
  "formula": "C44H50IN6O2P2Sm",
  "method": "ωB97M-V/def2-TZVPD",
  "max_force_ha_per_bohr": 0.044,
  "e_homo_ha": [-0.453, -0.453],
  "charge": 2,
  "lumo_energy_ev": [-5.31, -4.73],
  "s_squared": 8.76,
  "gap_ev": [7.0, 7.6],
  "spin_multiplicity": 6,
  "species": ["Sm", "I", "P", "P", "O", "O", "N", "N", "N", "N", "N", "N", "C", "C", "C", "C", "C", "C", "C", "C", "C", "C", "C", "C", "C", "C", "C", "C", "C", "C", "C", "C", "C", "C", "C", "C", "C", "C", "C", "C", "C", "C", "C", "C", "C", "C", "C", "C", "C", "C", "C", "C", "C", "C", "C", "C", "H", "H", "H", "H", "H", "H", "H", "H", "H", "H", "H", "H", "H", "H", "H", "H", "H", "H", "H", "H", "H", "H", "H", "H", "H", "H", "H", "H", "H", "H", "H", "H", "H", "H", "H", "H", "H", "H", "H", "H", "H", "H", "H", "H", "H", "H", "H", "H", "H", "H"],
  "coordinates": [[-0.033, 0.038, -0.293], [-3.215, 7.813, -3.038], [5.653, 0.611, -0.067], [2.729, -0.149, -0.834], [-1.573, 1.179, -1.287], [0.142, 2.234, -0.396], [0.943, 0.502, 3.474], [-1.195, -2.121, -0.319], [-1.628, -4.359, -1.055], [-1.632, -2.713, -2.543], [-0.669, -0.265, 2.004], [-0.354, -1.092, 4.274], [1.939, -3.537, 1.276], [-1.642, -2.354, 1.070], [7.480, 0.367, -2.169], [1.852, 1.469, -2.871], [8.268, -0.482, -0.065], [1.273, -0.835, -3.272], [7.241, 0.080, -0.822], [-1.914, -1.002, 1.729], [-1.258, -5.148, 0.109], [5.429, -2.040, 0.978], [-1.467, -3.037, -1.228], [-3.242, 4.842, -2.549], [2.797, -2.966, -1.312], [1.386, 1.813, -4.126], [5.222, -0.216, 2.532], [9.712, -0.512, -1.994], [0.825, -0.489, -4.542], [1.468, 0.295, 4.820], [1.822, 0.136, -2.435], [-1.488, 3.568, -1.513], [5.390, -0.663, 1.221], [1.441, 1.553, 2.613], [9.496, -0.775, -0.649], [0.882, 0.827, -4.970], [-1.418, -2.059, 4.527], [5.298, -2.946, 2.019], [2.448, -1.919, -0.452], [-0.729, 4.724, -1.344], [-1.219, 5.939, -1.785], [2.021, -2.221, 0.842], [-0.093, -0.312, 3.191], [5.154, -2.488, 3.326], [8.703, 0.065, -2.753], [4.471, 0.031, -1.393], [2.279, -4.566, 0.413], [-1.957, -3.908, -3.338], [5.121, -1.124, 3.583], [0.464, -0.688, 5.423], [-2.029, -5.031, -2.295], [2.707, -4.279, -0.884], [-2.474, 5.991, -2.384], [-2.744, 3.626, -2.116], [-0.958, 2.294, -1.046], [-2.188, -1.418, -2.929], [0.531, 1.091, -5.960], [-2.558, -2.951, 1.083], [1.197, -1.865, -2.952], [2.238, -5.595, 0.752], [4.441, 0.819, -2.142], [-1.120, -2.640, 5.398], [5.097, -3.198, 4.143], [1.415, 2.846, -4.449], [1.646, -3.755, 2.298], [5.048, -0.764, 4.603], [0.640, 1.956, 2.006], [10.668, -0.745, -2.447], [0.946, -1.562, 5.856], [-1.548, -2.757, 3.707], [-1.334, -5.838, -2.516], [3.173, -2.758, -2.307], [-2.907, -3.767, -3.849], [1.492, 1.240, 5.361], [-2.372, -1.584, 4.759], [-0.159, -0.227, 6.191], [-2.111, -5.349, 0.757], [5.219, 0.852, 2.733], [-0.860, -6.102, -0.236], [-1.424, -0.690, -3.187], [-2.539, -1.113, 2.604], [6.716, 0.848, -2.773], [8.872, 0.295, -3.799], [-3.025, -5.460, -2.200], [-2.800, -1.009, -2.130], [0.240, 4.666, -0.862], [-4.217, 4.898, -3.011], [-0.478, -4.648, 0.673], [-2.503, -0.403, 1.030], [4.808, -0.886, -1.876], [0.422, -1.254, -5.195], [2.257, 1.219, 1.972], [10.286, -1.208, -0.046], [-0.635, 6.840, -1.663], [8.124, -0.683, 0.990], [-2.812, -1.555, -3.810], [-0.884, -2.870, 1.660], [-1.195, -4.100, -4.090], [1.818, 2.364, 3.234], [5.342, -4.011, 1.818], [5.580, -2.406, -0.033], [-3.324, 2.720, -2.241], [2.250, 2.238, -2.217], [1.833, -1.418, 1.551], [2.998, -5.084, -1.550], [2.476, -0.110, 4.789]],
  "lowdin_charge": [1.706, 0.959, 1.027, 0.957, -0.168, -0.167, -0.088, -0.053, -0.060, -0.075, -0.068, -0.060, -0.084, -0.226, -0.112, -0.117, -0.093, -0.112, -0.395, -0.227, -0.013, -0.104, -0.368, -0.125, -0.089, -0.035, -0.114, -0.072, -0.066, -0.081, -0.451, -0.149, -0.429, -0.024, -0.068, -0.036, -0.017, -0.077, -0.421, 0.002, -0.126, -0.148, -0.352, -0.072, -0.074, -0.503, -0.063, -0.085, -0.087, -0.089, -0.080, -0.040, -0.726, 0.005, -0.540, -0.025, 0.122, 0.132, 0.090, 0.121, 0.038, 0.100, 0.110, 0.123, 0.121, 0.104, 0.065, 0.111, 0.128, 0.076, 0.126, 0.117, 0.125, 0.132, 0.103, 0.134, 0.101, 0.097, 0.100, 0.051, 0.104, 0.095, 0.110, 0.131, 0.088, 0.127, 0.102, 0.058, 0.107, 0.062, 0.120, 0.060, 0.111, 0.102, 0.105, 0.102, 0.082, 0.122, 0.107, 0.112, 0.114, 0.125, 0.118, 0.082, 0.119, 0.110]
}